(1)
Below is a cluster of 2 separate species, C5H11NO3 in total in a non-equilibrium geometry, with properties calculated with the ωB97M-V functional and the def2-TZVPD basis.

Cartesian coordinates (Å):
C -0.16 1.66 -0.15
N -0.85 0.48 -0.50
C -1.71 -0.02 0.42
C -2.74 -1.03 -0.15
O -1.81 0.39 1.53
H -0.36 2.21 0.83
H 0.90 1.39 -0.22
H -0.22 2.54 -0.97
H -0.81 0.21 -1.42
H -2.47 -1.17 -1.24
H -3.78 -0.58 0.06
H -2.67 -2.09 0.37
C 2.75 -0.35 -0.51
C 1.77 -0.33 0.65
O 1.69 0.50 1.51
O 0.99 -1.41 0.62
H 3.32 0.57 -0.52
H 3.47 -1.17 -0.38
H 2.20 -0.47 -1.43
H 0.50 -1.34 1.50

Results
**HOMO level**: -9.45 eV
**Electronic energy**: -477.5759 Ha
**Orbital gap**: 10.114 eV
**M**: 133.15 g mol⁻¹
**LUMO**: 0.0243 hartree
**Energy relative to the best compared isomer or geometry (same formula, charge and spin)**: 130.15 kJ/mol
**Net charge**: 0
**Structure (SMILES)**: CNC(C)=O.CC(=O)O

---

(2)
Below is a cluster of 2 separate species, C5H11NO3P in total in a non-equilibrium geometry, with properties calculated with the ωB97M-V functional and the def2-TZVPD basis.

Cartesian coordinates (Å):
C 3.00 -1.58 1.96
C 1.30 1.01 -0.29
C 1.03 1.56 1.07
C -2.81 0.54 -1.83
C -3.53 -0.72 -2.43
N 1.80 -1.32 2.29
O 1.25 -0.46 -0.20
O 0.28 0.56 1.75
O -2.11 0.44 -0.81
P 0.35 -0.92 1.05
H 3.29 -1.89 0.90
H 3.87 -1.46 2.63
H 0.59 1.29 -1.06
H 2.32 1.12 -0.70
H 1.99 1.78 1.59
H 0.32 2.48 0.88
H -3.16 1.43 -2.37
H -3.14 -1.64 -1.94
H -3.57 -0.80 -3.52
H -4.65 -0.45 -2.12
H 1.60 -0.98 3.15

Results
**HOMO level**: -12.76 eV
**Electronic energy**: -818.6659 Ha
**Orbital gap**: 8.290 eV
**M**: 164.12 g mol⁻¹
**LUMO**: -0.1644 hartree
**Energy relative to the best compared isomer or geometry (same formula, charge and spin)**: 408.17 kJ/mol
**Net charge**: +1

---

(3)
Below is the ion C5H11NOS with charge -2, with properties calculated with the ωB97M-V functional and the def2-TZVPD basis.

Cartesian coordinates (Å):
C -1.43 -2.03 2.09
C -0.32 -1.08 1.62
N -0.18 -1.10 0.18
C -0.32 0.13 -0.60
C -0.87 -0.21 -2.02
O -1.40 0.83 -2.71
C 0.98 0.93 -0.73
S 1.80 1.50 0.82
H -1.56 -1.98 3.18
H -2.36 -1.82 1.56
H -1.15 -3.07 1.87
H -0.58 -0.05 1.91
H 0.63 -1.28 2.13
H 0.58 -1.67 -0.15
H -1.09 0.72 -0.11
H -1.60 -1.05 -1.90
H 0.01 -0.70 -2.54
H 1.67 0.27 -1.24
H 0.78 1.76 -1.41

Results
**HOMO level**: 0.99 eV
**Electronic energy**: -725.1877 Ha
**Orbital gap**: 5.178 eV
**M**: 133.22 g mol⁻¹
**LUMO**: 0.2265 hartree
**Energy relative to the best compared isomer or geometry (same formula, charge and spin)**: 58.85 kJ/mol
**Net charge**: -2
**Structure (SMILES)**: CCN[C@H](C[O-])C[S-]

---

(4)
Below is an isolated molecule of C5H11NOS in a non-equilibrium geometry, with properties calculated with the ωB97M-V functional and the def2-TZVPD basis.

Cartesian coordinates (Å):
C -0.49 -3.04 0.44
C -1.62 -2.26 -0.24
N -1.42 -0.82 -0.10
C -0.52 -0.21 -0.97
O -0.07 -0.73 -1.96
C -0.15 1.21 -0.54
C 0.49 1.21 0.81
S 1.90 2.36 1.06
H 0.45 -2.75 -0.02
H -0.40 -2.83 1.51
H -0.66 -4.10 0.29
H -1.56 -2.57 -1.28
H -2.62 -2.40 0.16
H -1.88 -0.21 0.53
H 0.42 1.65 -1.35
H -1.10 1.76 -0.59
H 0.85 0.22 1.08
H -0.18 1.43 1.64
H 1.42 3.38 0.37

Results
**HOMO level**: -9.16 eV
**Electronic energy**: -725.2955 Ha
**Orbital gap**: 9.908 eV
**M**: 133.22 g mol⁻¹
**LUMO**: 0.0276 hartree
**Energy relative to the best compared isomer or geometry (same formula, charge and spin)**: 77.02 kJ/mol
**Net charge**: 0
**Structure (SMILES)**: CCNC(=O)CCS

---

(5)
Below is a structure of composition C5H11NOS in a non-equilibrium geometry, with properties calculated with the ωB97M-V functional and the def2-TZVPD basis.

Cartesian coordinates (Å):
O -1.10 -0.02 2.56
C 0.21 0.12 2.42
N 1.20 0.31 1.34
C 0.51 -0.13 -0.17
C -0.90 0.78 -0.54
C 0.44 1.40 -0.56
S 0.20 -0.56 -3.35
C -0.08 -1.62 0.03
H 0.62 0.26 3.40
H 0.24 1.08 1.60
H 1.34 -0.46 -0.85
H -1.50 0.75 -1.45
H -1.55 1.21 0.33
H 0.83 2.09 0.11
H 1.11 1.52 -1.43
H -1.06 -0.72 -3.81
H -0.54 -2.09 -0.87
H 0.66 -2.35 0.30
H -0.63 -1.58 0.95

Results
**HOMO level**: -6.99 eV
**Electronic energy**: -724.8985 Ha
**Orbital gap**: 5.332 eV
**M**: 133.22 g mol⁻¹
**LUMO**: -0.0609 hartree
**Energy relative to the best compared isomer or geometry (same formula, charge and spin)**: 1119.41 kJ/mol
**Net charge**: 0

---

(6)
Below is an isolated molecule of C5H11NOS in a non-equilibrium geometry, with properties calculated with the ωB97M-V functional and the def2-TZVPD basis.

Cartesian coordinates (Å):
O -1.90 -3.28 1.17
C -1.17 -3.06 0.22
N -0.92 -1.78 -0.21
C -1.42 -0.63 0.50
C -0.24 0.38 0.72
C 0.35 1.13 -0.64
C 1.85 1.47 -0.22
S 2.62 2.55 -1.38
H -0.83 -3.89 -0.27
H -0.46 -1.58 -1.09
H -2.14 -0.03 -0.20
H -2.06 -0.81 1.47
H 0.52 -0.12 1.24
H -0.68 1.10 1.39
H 0.31 0.43 -1.56
H -0.30 2.09 -0.75
H 1.81 1.69 0.83
H 2.39 0.58 -0.37
H 2.27 3.77 -0.87

Results
**HOMO level**: -9.12 eV
**Electronic energy**: -725.2487 Ha
**Orbital gap**: 9.891 eV
**M**: 133.22 g mol⁻¹
**LUMO**: 0.0282 hartree
**Energy relative to the best compared isomer or geometry (same formula, charge and spin)**: 200.14 kJ/mol
**Net charge**: 0
**Structure (SMILES)**: O=CNCCCCS

---

(7)
Below is a cluster of 2 separate species, C5H11NOS in total in a non-equilibrium geometry, with properties calculated with the ωB97M-V functional and the def2-TZVPD basis.

Cartesian coordinates (Å):
O -2.30 0.34 -2.17
C -1.11 0.25 -2.31
C -0.09 0.19 -1.19
C -0.82 -0.33 0.06
C -0.67 0.42 1.29
S 0.89 0.72 1.99
C 1.69 -0.93 2.01
N 1.04 -0.60 -1.74
H -0.64 0.38 -3.31
H 0.35 1.18 -1.02
H -1.89 -0.42 -0.14
H -0.40 -1.33 0.32
H -1.51 0.51 1.97
H -0.93 -2.15 -1.86
H 1.42 -1.55 1.16
H 2.77 -0.84 1.92
H 1.52 -1.39 2.98
H 0.37 -1.35 -2.16
H 1.47 -1.19 -1.04

Results
**HOMO level**: -6.91 eV
**Electronic energy**: -725.0197 Ha
**Orbital gap**: 3.996 eV
**M**: 133.22 g mol⁻¹
**LUMO**: -0.1071 hartree
**Energy relative to the best compared isomer or geometry (same formula, charge and spin)**: 801.33 kJ/mol
**Net charge**: 0

---

(8)
Below is a cluster of 2 separate species, C5H11NOS in total in a non-equilibrium geometry, with properties calculated with the ωB97M-V functional and the def2-TZVPD basis.

Cartesian coordinates (Å):
C -0.52 0.80 -0.69
C -1.24 -1.48 -0.33
C -1.19 2.61 0.77
C 2.66 -0.40 1.21
C -0.59 -0.49 -1.29
N -1.47 1.40 -0.14
O -2.71 1.22 -0.48
S 2.47 1.09 0.20
H -0.41 -1.78 0.32
H -1.64 -2.37 -0.88
H -2.10 -0.96 0.18
H -0.13 2.43 1.07
H -1.35 3.37 0.11
H -1.85 2.77 1.58
H 2.50 -0.18 2.30
H 3.75 -0.66 1.06
H 2.02 -1.19 0.83
H -1.35 -0.39 -2.05
H 0.30 -0.82 -1.83

Results
**HOMO level (alpha / beta)**: -8.50 / -8.51 eV
**Electronic energy**: -725.0370 Ha
**Orbital gap (alpha / beta)**: 6.016 / 6.037 eV
**M**: 133.22 g mol⁻¹
**LUMO (alpha / beta)**: -0.0911 / -0.0909 hartree
**Energy relative to the best compared isomer or geometry (same formula, charge and spin)**: 755.84 kJ/mol
**Net charge**: 0